# 1
{
  "formula": "C2H6NO",
  "method": "the ωB97M-V functional and the def2-TZVPD basis",
  "symbols": ["C", "N", "C", "O", "H", "H", "H", "H", "H", "H"],
  "positions_angstrom": [[-1.127, 0.412, 0.399], [0.243, 0.073, 0.528], [1.043, -0.424, -0.629], [2.131, -1.072, -0.263], [-1.678, -0.357, -0.176], [-1.599, 0.491, 1.387], [-1.314, 1.361, -0.140], [0.750, 0.063, 1.394], [0.281, -1.017, -1.220], [1.270, 0.470, -1.281]],
  "nbo_charge": [-0.39, -0.72, 0.17, -0.94, 0.15, 0.17, 0.13, 0.37, 0.03, 0.03],
  "mol_weight_g_mol": 60.08,
  "homo_energy_ev": -2.001,
  "charge": -1,
  "e_above_lowest_ev": 0.4814,
  "smiles": "CNC[O-]",
  "total_energy_ha": -209.759830,
  "orbital_gap_ev": 6.51
}

# 2
{
  "formula": "C2H6NO",
  "method": "the ωB97M-V functional and the def2-TZVPD basis",
  "symbols": ["O", "H", "C", "C", "N", "H", "H", "H", "H", "H"],
  "positions_angstrom": [[1.861, -1.887, 0.287], [1.881, -0.954, 0.479], [-0.035, 1.626, 0.169], [-1.160, -0.354, -0.178], [-0.293, 0.499, -0.606], [0.604, 2.263, -0.370], [-0.719, 2.057, 0.883], [1.157, -1.871, -0.445], [-1.619, -1.007, -0.935], [-1.677, -0.371, 0.716]],
  "nbo_charge": [-0.98, 0.48, -0.62, -0.42, -0.44, 0.14, 0.13, 0.48, 0.11, 0.12],
  "mol_weight_g_mol": 60.08,
  "homo_energy_ev": -1.072,
  "charge": -1,
  "e_above_lowest_ev": 1.3817,
  "total_energy_ha": -209.726745,
  "orbital_gap_ev": 6.04
}

# 3
{
  "formula": "C2H6NO2",
  "method": "the ωB97M-V functional and the def2-TZVPD basis",
  "symbols": ["C", "O", "H", "H", "H", "C", "N", "O", "H", "H", "H"],
  "positions_angstrom": [[-0.242, -2.514, -1.747], [-0.158, -1.230, -1.114], [0.793, -2.833, -1.976], [-0.496, -3.316, -0.908], [-0.863, -2.611, -2.693], [0.330, 1.433, 1.418], [-0.433, 0.424, 0.946], [0.649, 2.594, 0.916], [0.567, 1.406, 2.512], [-0.311, -0.698, -0.271], [-1.114, 0.656, 0.266]],
  "nbo_charge": [-0.22, -0.86, 0.15, 0.14, 0.15, 0.48, -1.02, -0.77, 0.06, 0.55, 0.34],
  "mol_weight_g_mol": 76.07,
  "homo_energy_ev": -3.751,
  "charge": -1,
  "e_above_lowest_ev": 2.9279,
  "total_energy_ha": -285.003447,
  "orbital_gap_ev": 7.65
}

# 4
{
  "formula": "C2H6NO2",
  "method": "the ωB97M-V functional and the def2-TZVPD basis",
  "symbols": ["C", "C", "N", "O", "O", "H", "H", "H", "H", "H", "H"],
  "positions_angstrom": [[-0.493, -1.106, -0.766], [-0.508, -0.126, -1.812], [0.665, 0.580, 1.869], [0.342, 0.320, 0.455], [-0.508, -2.168, -0.343], [0.395, -0.414, -2.351], [-0.274, 0.893, -1.420], [-1.563, -0.249, -2.107], [0.599, -0.247, 2.565], [-0.200, 1.293, 2.050], [1.545, 1.225, 1.861]],
  "nbo_charge": [0.96, -0.78, -0.47, -0.69, -0.32, 0.32, 0.34, 0.31, 0.44, 0.44, 0.45],
  "mol_weight_g_mol": 76.07,
  "homo_energy_ev": -14.930,
  "charge": 1,
  "e_above_lowest_ev": 4.3700,
  "total_energy_ha": -284.643179,
  "orbital_gap_ev": 10.97
}